(1)
Molecular formula: C20H24BeCl2N4O2S3
Method: DFT, ωB97M-V/def2-TZVPD

Results
* relative energy (zero: lowest compared OMol25 entry of this formula, charge and spin): 0.0 kcal/mol

```
56
Properties=species:S:1:pos:R:3:forces:R:3
Cl -3.834 2.724 2.492 0.004 0.014 0.029
Cl -2.253 -1.175 -0.945 -0.060 -0.095 0.086
S 4.264 1.548 1.586 -0.020 -0.033 0.060
S 1.817 3.254 1.465 0.036 0.004 0.017
S -1.474 0.932 1.375 -0.055 -0.037 -0.034
O 0.166 -4.004 0.503 -0.006 0.003 -0.021
O 0.439 -1.402 0.315 -0.195 -0.364 -0.277
N 0.105 0.891 -1.297 -0.066 0.025 -0.176
N -0.968 1.448 -2.074 0.099 0.006 -0.083
N 2.488 -0.532 0.912 -0.037 -0.039 -0.094
N 1.793 0.673 0.958 0.104 -0.080 -0.110
C 1.515 -4.027 0.458 0.029 0.030 -0.015
C -3.488 -0.161 -0.207 0.033 -0.019 -0.032
C 4.383 3.233 2.245 0.002 0.031 -0.006
C -5.472 1.363 0.873 0.031 0.025 0.007
C 2.311 -2.872 0.493 0.008 -0.074 -0.054
C -1.838 2.962 -3.689 -0.027 -0.021 0.029
C 3.411 4.118 1.488 -0.016 -0.040 0.000
C -0.636 2.700 -2.788 -0.005 -0.050 0.004
C 1.721 -1.519 0.575 0.101 0.249 0.173
C 3.496 -5.393 0.349 0.019 0.006 0.002
C 0.637 2.583 -3.629 0.009 0.010 -0.008
C 4.298 -4.253 0.377 -0.002 -0.030 -0.005
C -0.503 3.816 -1.753 -0.003 0.013 -0.049
C 3.702 -3.012 0.450 -0.021 0.009 0.030
C -5.791 0.420 -0.089 -0.003 -0.045 -0.023
C 2.123 -5.282 0.390 -0.049 0.007 0.008
C -4.784 -0.356 -0.641 -0.038 0.083 0.012
C -3.100 0.756 0.774 -0.128 0.032 0.014
C 2.534 1.652 1.286 -0.120 0.141 0.050
C -4.160 1.523 1.288 -0.002 -0.024 -0.034
Be -0.431 -0.157 0.010 0.442 0.280 0.371
H 3.949 -6.375 0.295 0.004 0.002 -0.001
H 0.790 3.493 -4.211 0.000 0.009 0.007
H 4.301 -2.113 0.482 -0.008 0.008 -0.003
H 0.860 0.523 -1.879 0.024 0.061 0.011
H 1.525 2.449 -3.008 0.002 -0.015 -0.003
H 5.375 -4.338 0.340 0.000 -0.003 0.004
H 0.518 1.642 -0.744 -0.086 -0.014 0.055
H 0.456 3.782 -1.233 0.002 -0.021 0.055
H -1.299 3.735 -1.012 -0.012 0.017 -0.014
H 1.482 -6.154 0.373 0.009 -0.001 -0.001
H -0.107 -3.067 0.484 -0.001 -0.018 0.011
H -1.712 3.903 -4.223 0.006 0.000 -0.001
H -0.572 4.789 -2.241 0.037 -0.004 -0.004
H -6.237 1.987 1.314 -0.005 -0.006 0.003
H -4.997 -1.100 -1.395 0.006 -0.001 -0.002
H -1.953 2.167 -4.431 -0.004 -0.002 0.005
H 4.139 3.222 3.307 0.018 -0.014 0.004
H 3.261 5.071 1.996 -0.014 0.004 -0.009
H 3.753 4.303 0.470 -0.001 -0.012 -0.005
H -1.239 0.735 -2.743 -0.039 -0.023 0.053
H -2.751 3.015 -3.094 0.000 0.005 -0.001
H -6.816 0.287 -0.405 0.005 0.007 -0.009
H 5.413 3.569 2.123 -0.003 -0.002 -0.021
H 0.569 1.747 -4.330 -0.005 0.006 -0.007
```
Forces are in eV/Å.

natural (NBO) population analysis, charges in e, atoms 1 to 2:
1 Cl 0.02
2 Cl -0.02

***

(2)
Molecular formula: C27H36O27
Method: DFT, ωB97M-V/def2-TZVPD

Results
* SMILES: O=C1OCCO1.O=C1OCCO1.O=C1OCCO1.O=C1OCCO1.O=C1OCCO1.O=C1OCCO1.O=C1OCCO1.O=C1OCCO1.O=C1OCCO1
* relative energy (zero: lowest compared OMol25 entry of this formula, charge and spin): 384.1 kcal/mol

```
90
Properties=species:S:1:pos:R:3:forces:R:3
O -17.849 10.030 30.565 1.062 -0.079 1.474
O -13.287 6.513 31.260 -1.603 1.712 -2.357
O -17.617 7.253 26.799 0.431 1.093 -1.329
O -18.902 11.533 29.331 2.326 -1.355 -0.004
O -14.801 10.784 26.581 -3.103 2.139 2.174
O -18.490 6.081 28.479 -0.473 0.871 0.269
O -13.202 12.707 32.025 -1.020 -1.858 -0.816
O -12.913 4.517 27.150 -4.351 -0.112 2.222
O -16.484 3.146 34.428 5.203 3.102 -1.711
O -15.044 12.430 30.788 -1.897 0.272 0.595
O -9.911 6.416 33.357 -0.569 1.086 -0.495
O -16.955 10.550 28.590 -3.346 -1.317 -0.824
O -13.468 8.029 24.309 -0.135 3.182 -4.599
O -14.943 8.984 22.795 0.827 -0.133 1.595
O -13.925 7.624 29.397 4.356 -1.210 -0.414
O -14.312 4.001 34.577 1.262 -0.888 1.238
O -14.714 5.763 27.783 1.681 0.554 0.139
O -9.820 7.630 31.520 0.860 0.993 -0.201
O -15.613 7.853 24.581 -1.847 0.759 0.655
O -8.673 8.340 33.418 -2.365 -2.350 -2.712
O -15.765 5.016 33.328 -2.637 -1.684 -0.504
O -13.138 11.745 30.036 3.218 -0.401 0.788
O -15.290 7.597 31.015 0.773 -0.058 2.012
O -13.484 9.460 27.893 3.311 2.146 -5.788
O -14.833 3.687 28.344 3.339 -1.625 -1.591
O -12.977 10.020 25.797 1.201 0.784 -0.204
O -17.765 8.150 28.805 -5.552 0.748 -3.621
C -14.946 10.832 25.184 -0.577 0.028 -1.431
C -13.631 7.168 25.311 1.382 -0.305 4.156
C -14.921 8.431 28.987 -4.512 1.646 -0.127
C -19.067 10.066 31.206 -2.290 1.489 -0.101
C -13.529 10.844 24.739 0.111 -0.834 -0.424
C -15.352 11.909 29.497 2.187 -0.641 0.238
C -13.639 5.104 34.009 0.483 1.030 -0.518
C -16.057 8.148 29.901 1.632 -0.940 2.550
C -14.747 5.910 33.366 2.300 0.715 -0.203
C -18.029 7.274 28.037 -0.123 0.408 1.388
C -15.514 3.942 34.100 -6.803 -2.246 1.642
C -14.708 8.430 23.848 1.323 -1.480 -4.204
C -19.816 11.181 30.366 0.081 -1.494 -0.953
C -10.848 6.700 31.242 0.038 -0.685 -0.470
C -18.514 5.226 27.404 -0.342 -1.707 -3.194
C -17.831 10.607 29.406 -1.072 3.356 -2.160
C -9.411 7.565 32.782 1.944 0.765 3.018
C -14.036 7.260 30.632 -1.980 -1.551 1.049
C -17.702 5.987 26.208 -3.054 -1.062 0.242
C -14.022 4.636 27.705 2.315 -1.404 -0.923
C -13.767 10.108 26.881 4.080 -3.389 -0.467
C -15.751 5.623 28.718 -2.786 0.586 -1.991
C -16.112 4.173 28.563 0.394 -0.438 1.990
C -13.946 11.819 28.970 -1.510 -2.162 -3.997
C -14.957 7.628 25.815 -2.198 -3.537 0.318
C -13.754 12.204 31.056 0.702 4.652 3.829
C -11.059 5.962 32.554 1.383 0.574 1.496
H -16.079 12.366 28.825 0.361 1.120 0.921
H -16.776 7.406 29.555 2.518 -0.310 2.458
H -19.523 9.087 31.059 -0.211 0.112 0.330
H -15.042 8.494 26.472 0.373 -0.373 -0.770
H -11.976 6.203 33.090 0.667 0.306 -0.333
H -16.524 6.178 28.187 1.050 -0.217 1.082
H -16.844 3.866 27.816 1.584 0.090 -0.150
H -15.534 6.802 26.230 0.671 0.795 0.240
H -19.550 5.028 27.126 -0.058 0.395 -0.339
H -14.603 9.474 28.996 -1.605 -1.282 1.393
H -18.109 4.230 27.584 -0.773 0.783 0.301
H -16.466 3.728 29.493 -0.008 0.089 0.152
H -13.351 6.161 25.004 -0.975 -0.337 0.196
H -15.604 6.040 29.714 0.387 -1.042 -0.376
H -13.094 11.840 24.659 0.221 -0.097 0.486
H -16.686 8.972 30.241 1.941 -1.114 0.232
H -13.179 5.826 34.683 0.452 -1.039 0.783
H -10.566 5.913 30.542 0.578 0.479 -0.520
H -13.678 12.462 28.131 0.476 0.905 0.614
H -15.505 11.651 24.732 -0.249 0.161 0.916
H -12.958 7.446 26.122 0.620 -0.271 -0.041
H -14.351 6.128 32.374 -1.241 0.116 1.168
H -19.050 10.369 32.253 0.687 -0.366 -0.058
H -15.460 9.894 24.973 -0.146 0.753 -0.359
H -12.919 4.761 33.266 -0.327 -0.444 0.406
H -18.378 6.082 25.358 -0.109 -0.049 0.001
H -14.939 6.801 33.963 -0.583 0.026 -0.098
H -13.804 10.799 28.611 -0.531 2.115 0.227
H -11.696 7.235 30.814 1.059 -0.115 0.487
H -15.663 10.865 29.526 0.685 1.005 1.470
H -20.517 10.616 29.752 -1.304 0.679 0.853
H -16.783 5.641 25.734 0.287 -0.288 0.979
H -13.449 10.335 23.779 0.471 0.181 0.221
H -15.176 8.188 27.955 -0.091 0.015 0.911
H -20.117 12.100 30.870 -0.308 -0.475 0.061
H -10.867 4.889 32.562 -0.625 -0.046 -0.585
```
Forces are in eV/Å.

Mulliken population analysis, charges in e, atoms 1 to 2:
1 O -0.05
2 O -0.90

***

(3)
Molecular formula: C10H13AlB4Br3CaCl5F7O12PS
Method: DFT, ωB97M-V/def2-TZVPD

```
58
Properties=species:S:1:pos:R:3:forces:R:3
Br -5.776 4.090 5.273 0.706 -0.374 1.165
Br -7.967 5.948 3.828 0.258 -0.134 0.112
Br -4.898 6.037 2.954 -0.015 -0.186 0.353
Ca 3.724 -3.195 -4.284 -0.438 1.625 0.482
Cl -0.053 -8.879 -3.374 0.056 0.047 0.022
Cl -5.787 1.960 6.941 -0.135 0.687 -0.816
Cl -1.522 -6.413 -3.832 0.068 0.032 0.030
Cl 2.790 0.736 -6.986 -0.508 -1.273 -1.511
Cl -2.554 -8.398 -1.983 0.067 0.040 -0.009
S 2.709 -3.285 -1.192 0.191 0.931 1.746
P -3.427 1.624 0.879 -1.125 -1.195 0.561
Al -0.203 -0.723 -0.417 -0.391 -0.656 -1.766
F 1.673 -5.512 -2.204 0.177 0.415 -0.265
F -2.237 -1.007 3.661 0.277 0.775 -0.562
F -3.700 -1.941 5.177 0.136 0.166 -0.113
F 3.829 -5.375 -2.464 -0.044 0.795 -0.437
F -3.884 -2.443 2.944 0.185 0.198 -0.099
F 2.959 -5.820 -0.528 0.266 0.357 0.042
F -2.110 -3.251 4.162 0.134 0.216 -0.139
O -3.317 0.044 1.139 0.667 0.893 0.388
O 4.057 4.847 -2.307 0.063 -0.038 0.134
O 2.531 -2.605 -2.509 0.456 -1.008 -1.163
O -0.670 1.122 0.212 0.002 -0.814 1.470
O 4.127 0.036 -4.504 0.361 -1.491 0.682
O 1.584 -3.148 -0.329 -0.553 -0.317 -0.372
O 3.970 -2.983 -0.589 0.566 -0.343 -0.675
O -4.278 1.878 -0.258 -0.492 0.700 -1.172
O 0.320 1.870 2.223 -0.028 0.232 -0.944
O 0.904 4.877 3.207 -0.448 -0.260 -0.262
O -1.061 3.334 0.906 0.863 -0.956 0.617
O -4.000 2.274 2.243 1.102 -0.231 -0.300
C 2.787 -5.083 -1.601 -0.683 -1.040 0.341
C 4.729 2.602 -2.121 0.042 -0.057 0.090
C 3.461 2.260 -4.677 -0.602 0.765 -0.539
C 4.748 1.390 -2.666 0.035 -0.178 0.026
C -6.333 4.958 3.615 -0.716 0.003 -0.988
C 4.116 1.137 -3.985 -0.120 0.466 -0.054
C 4.073 3.746 -2.812 -0.142 0.199 -0.257
C 0.274 -0.721 1.934 -0.603 0.848 -0.480
C 3.444 3.477 -4.127 0.204 -0.257 0.251
C -1.103 -7.657 -2.647 -0.148 -0.080 -0.004
B 0.230 3.032 1.399 0.177 1.623 0.913
B -2.998 -2.180 3.997 -0.548 -0.821 0.401
B -0.001 0.799 1.482 0.752 -0.201 0.929
B -1.605 2.133 0.648 -0.444 0.938 -0.922
H 2.980 2.014 -5.691 0.730 0.322 1.518
H -2.938 -0.099 2.027 -0.294 -1.052 0.427
H 0.195 -0.763 3.027 0.030 0.021 -0.139
H -3.305 2.173 2.917 -0.462 0.196 0.385
H 1.230 -1.141 1.600 -0.069 -0.042 0.166
H -0.557 -1.349 1.549 0.201 -0.327 0.640
H 5.185 2.813 -1.161 -0.009 0.044 -0.010
H -6.519 4.179 2.886 0.074 -0.065 0.070
H 1.372 5.248 3.963 0.108 0.010 0.138
H 2.970 4.321 -4.612 0.002 0.021 0.035
H 1.173 3.656 1.086 0.067 -0.176 -0.122
H -0.562 -7.185 -1.838 -0.010 0.000 -0.016
H 5.222 0.543 -2.181 0.003 0.009 0.004
```
Forces are in eV/Å.

natural (NBO) population analysis, charges in e, atoms 1 to 2:
1 Br 0.34
2 Br 0.14

***

| no. | Kohn-Sham gap (eV) |
| --- | --- |
| 1 | 8.007 |
| 2 | 9.413 |
| 3 | 1.071 |